Molecular formula: C2H8N2S2
Method: DFT, ωB97M-V/def2-TZVPD

```
14
Properties=species:S:1:pos:R:3:forces:R:3
C -0.41410 -0.24400 2.28762 -0.87 1.00 -1.05
S 0.35360 -1.81275 2.97936 -0.48 1.17 -1.43
S 1.75635 -2.08382 1.49803 0.04 -0.38 0.24
H -0.12244 0.12305 1.21488 -0.16 -1.48 1.89
H -0.09897 0.58371 2.92734 -0.16 -0.13 0.11
H -1.55099 -0.27545 2.27664 1.42 -0.27 0.26
H 2.75771 -1.44297 2.10700 0.20 0.09 -0.02
N -0.39213 3.33271 -3.56017 -0.20 -1.75 -0.71
C -1.22798 2.37174 -4.08419 -4.44 -0.89 -1.77
N -2.56566 2.36061 -3.96662 4.02 1.58 0.87
H -0.85763 4.11274 -3.05836 1.01 -0.69 -0.94
H 0.47595 3.30661 -4.12308 -0.72 1.12 1.32
H -0.88872 1.56273 -4.84543 0.72 1.71 1.50
H -2.91716 1.75516 -4.67034 -0.39 -1.08 -0.26
```
Forces are in eV/Å.

SMILES string: [H]/N=C/N.CSS
frontier orbital gap: 9.7 eV
ΔE to the lowest compared entry with this formula, charge and spin: 130.7 kJ/mol

Molecular formula: C3H8O3S
Method: DFT, ωB97M-V/def2-TZVPD

```
15
Properties=species:S:1:pos:R:3:forces:R:3
C 1.07966 1.96650 -0.15934 3.21 1.28 -3.77
C 1.77328 -0.33405 0.35101 0.86 1.09 0.69
C 0.89088 0.53199 -0.08678 -2.37 -0.45 -0.96
O -1.73946 -2.51319 -0.92322 0.26 -1.18 -0.88
O -2.86111 -0.65974 0.23696 -1.58 -0.73 0.63
O -0.42571 0.13491 -0.52974 2.27 1.63 0.55
S -2.51167 -2.29421 0.28551 2.34 3.96 0.87
H 0.58024 2.45592 0.56606 -2.05 1.79 2.30
H 0.87047 2.47407 -1.19922 -0.04 -1.31 1.91
H 2.17035 2.21843 0.00071 -1.08 -0.41 -0.03
H 1.50554 -1.37025 0.32486 0.49 -0.54 0.43
H 2.65780 0.17424 0.82830 -0.67 -1.45 -0.76
H -2.29981 0.05352 -0.16268 0.44 -1.56 0.38
H -0.28226 -0.75191 -0.81050 -0.49 -1.59 -0.55
H -1.40822 -2.08622 1.27809 -1.60 -0.53 -0.82
```
Forces are in eV/Å.

frontier orbital gap: 10.1 eV
ΔE to the lowest compared entry with this formula, charge and spin: 314.6 kJ/mol

Molecular formula: C4H8O
Method: DFT, ωB97M-V/def2-TZVPD

```
13
Properties=species:S:1:pos:R:3:forces:R:3
C -1.34754 -0.72277 -0.40487 0.81 0.83 -0.67
C -0.54197 0.24101 0.47498 -0.19 -4.41 0.39
C 0.88644 -0.29460 0.51432 1.55 0.42 -2.06
C 1.73205 0.19071 -0.43691 1.24 -0.71 1.51
H -1.04885 -1.71315 -0.06398 -0.31 -0.32 -0.73
H -2.43946 -0.57894 -0.33026 0.54 -0.01 -0.11
H -0.93156 -0.39787 -1.44717 -1.04 -1.28 1.54
H -0.80026 0.16621 1.52096 -0.99 0.33 0.59
H -0.19285 1.98594 0.64950 -1.77 -0.47 -2.91
H 1.18845 -1.16769 1.17523 -0.54 1.48 -0.60
H 2.86185 -0.08038 -0.37758 -2.21 0.41 -0.55
H 1.36307 0.92439 -1.18905 0.54 -0.54 0.78
O -0.72937 1.44715 -0.08519 2.38 4.27 2.81
```
Forces are in eV/Å.

SMILES string: C=C[C@H](C)O
frontier orbital gap: 10.5 eV
ΔE to the lowest compared entry with this formula, charge and spin: 186.2 kJ/mol

Molecular formula: C19H25BCl45NO4
Method: DFT, ωB97M-V/def2-TZVPD

```
95
Properties=species:S:1:pos:R:3:forces:R:3
C 6.97434 -0.52900 -2.06493 0.19 0.64 -0.15
C 6.14857 0.74451 -2.76279 0.87 -0.93 -0.48
N 5.61634 1.72715 -1.73921 -1.61 0.75 -1.77
C 4.15203 2.10043 -2.02756 1.56 1.22 0.14
O 3.34360 1.33052 -1.06876 -2.03 -0.63 -2.41
C 2.15511 0.72816 -1.69259 -4.38 3.95 1.58
O 0.97171 1.31679 -1.48696 7.21 -3.87 -1.09
B 2.36575 -0.63172 -2.65180 0.06 -1.33 -1.60
O 2.87856 -1.92123 -2.13768 -2.94 2.49 -0.96
O 2.03050 -0.41406 -4.10333 2.76 0.62 3.35
H 8.02478 -0.61389 -2.61139 -2.32 -0.17 1.09
H 7.20883 -0.33001 -0.91459 -0.75 -0.34 -2.55
H 6.31136 -1.49457 -2.19145 1.69 1.95 0.38
H 5.28739 0.24516 -3.41451 1.58 1.25 1.51
H 6.84934 1.29904 -3.53235 -1.30 -1.14 1.48
H 6.20709 2.59723 -1.69574 -0.97 -1.34 -0.23
H 3.95555 3.26390 -1.84604 0.47 -2.60 -0.18
H 3.89997 1.90937 -3.15506 0.14 -0.01 2.08
H 2.17413 -2.44435 -1.65233 1.29 0.95 -0.54
H 2.59760 0.38039 -4.37895 -1.58 -1.37 0.37
C 1.65755 1.87704 2.24223 0.05 0.16 -0.10
Cl 3.32374 1.39272 2.60088 -0.39 0.81 0.16
Cl 0.50958 0.72666 2.94823 0.32 0.21 -0.24
Cl 1.34350 3.51527 2.83968 -0.12 -0.37 -0.04
H 1.52421 1.87469 1.15740 0.04 -0.02 0.27
C -2.15591 -2.57177 4.08784 -0.05 0.04 0.06
Cl -0.80069 -3.71078 4.01410 -0.12 0.10 0.03
Cl -1.56466 -0.91334 4.28698 -0.35 -0.41 0.20
Cl -3.15959 -2.70398 2.63371 0.25 0.00 0.44
H -2.77125 -2.82442 4.95512 0.23 0.09 -0.30
C -5.71596 -4.89298 0.83024 -0.05 -0.03 0.11
Cl -7.48414 -4.91951 0.94081 0.31 -0.11 0.28
Cl -5.14937 -6.07441 -0.36257 -0.02 0.12 0.15
Cl -5.14269 -3.26812 0.41727 -0.28 -0.22 -0.22
H -5.30581 -5.16514 1.80613 -0.10 0.11 -0.34
C 2.73541 -2.34394 2.09445 -0.02 0.20 0.06
Cl 2.88532 -1.03297 0.91196 -0.02 -0.84 -0.11
Cl 2.20807 -3.83877 1.30260 -0.04 0.04 0.03
Cl 4.27119 -2.59682 2.94107 -0.31 0.07 -0.14
H 1.97931 -2.05896 2.83049 0.21 -0.08 -0.23
C -4.73996 -10.17960 -1.50843 -0.01 0.14 0.06
Cl -5.42028 -9.92669 0.10791 0.06 -0.03 -0.25
Cl -3.01893 -9.75872 -1.53192 -0.24 -0.04 -0.04
Cl -4.97734 -11.85683 -2.02795 0.01 0.16 -0.03
H -5.26420 -9.52463 -2.20903 0.17 -0.23 0.24
C 3.20075 7.12759 2.51165 -0.06 -0.37 -0.16
Cl 3.22231 8.56721 1.47896 0.00 -0.09 0.14
Cl 1.65496 6.99947 3.36824 0.48 0.08 -0.22
Cl 3.50303 5.66904 1.55217 0.17 0.30 0.02
H 3.99825 7.22356 3.25288 -0.50 -0.39 -0.62
C -9.79831 -3.29286 -2.42267 0.09 -0.13 -0.17
Cl -8.13212 -3.77718 -2.06402 -0.31 0.19 -0.33
Cl -10.94627 -4.44324 -1.71668 0.13 0.15 -0.11
Cl -10.11236 -1.65464 -1.82522 0.02 -0.10 -0.06
H -9.93165 -3.29521 -3.50751 0.02 0.03 0.38
C 5.90048 8.79220 5.90847 0.14 -0.07 0.16
Cl 4.77073 8.66894 4.54911 0.42 0.62 0.68
Cl 6.36126 7.18047 6.48261 -0.08 0.33 -0.36
Cl 7.33591 9.72042 5.44230 -0.21 -0.07 0.08
H 5.40025 9.31871 6.72529 0.14 -0.18 -0.30
C -11.70264 0.65720 -4.54958 -0.08 -0.09 0.06
Cl -13.47082 0.63067 -4.43901 0.26 0.00 0.02
Cl -11.13605 -0.52423 -5.74239 -0.03 0.11 0.19
Cl -11.12937 2.28207 -4.96255 0.00 -0.13 0.09
H -11.29249 0.38504 -3.57369 -0.12 0.09 -0.36
C 7.10615 -0.19858 4.71174 -0.01 0.07 -0.13
Cl 5.63740 0.63280 4.17234 0.55 -0.21 0.31
Cl 7.82051 0.63848 6.10049 -0.03 -0.09 -0.16
Cl 6.75220 -1.88660 5.11754 0.14 0.16 -0.01
H 7.82963 -0.18579 3.89255 -0.25 -0.02 0.30
C -11.82719 4.05683 -8.46863 0.01 -0.03 0.05
Cl -13.59537 4.03030 -8.35806 0.23 -0.02 0.04
Cl -11.26059 2.87540 -9.66144 -0.05 0.12 0.19
Cl -11.25392 5.68169 -8.88160 -0.04 -0.18 0.09
H -11.41703 3.78467 -7.49274 -0.16 0.07 -0.35
C 6.25394 -4.32912 -4.02992 -0.07 -0.10 0.11
Cl 6.33482 -2.98340 -5.17964 -0.03 -0.14 0.08
Cl 7.88162 -4.81710 -3.52775 -0.17 0.02 -0.09
Cl 5.27499 -3.88591 -2.62117 0.09 -0.21 -0.29
H 5.77779 -5.17831 -4.52672 0.18 0.31 0.16
C -1.54861 9.52353 3.85362 0.00 0.05 0.01
Cl -2.67837 9.40028 2.49426 0.11 0.03 0.20
Cl -1.08783 7.91181 4.42776 -0.42 0.25 0.14
Cl -0.11318 10.45175 3.38745 -0.17 -0.09 0.09
H -2.04885 10.05004 4.67044 0.18 -0.20 -0.29
C -2.76085 -11.20649 -5.40571 -0.01 -0.02 0.06
Cl -1.40564 -12.34550 -5.47944 -0.19 0.13 0.05
Cl -2.16961 -9.54806 -5.20657 -0.09 -0.18 -0.01
Cl -3.76454 -11.33870 -6.85984 0.07 0.01 0.20
H -3.37620 -11.45914 -4.53843 0.21 0.08 -0.27
C 5.44826 5.09148 10.05587 0.00 -0.03 0.10
Cl 3.68009 5.06495 10.16643 0.23 0.00 0.02
Cl 6.01486 3.91004 8.86305 -0.04 0.13 0.15
Cl 6.02153 6.71634 9.64290 -0.06 -0.26 0.40
H 5.85842 4.81931 11.03175 -0.15 0.09 -0.35
```
Forces are in eV/Å.

frontier orbital gap: 9.3 eV

Molecular formula: C6H11N2
Method: DFT, ωB97M-V/def2-TZVPD

```
19
Properties=species:S:1:pos:R:3:forces:R:3
C -1.77869 0.91923 0.00670 -0.89 -0.79 -1.41
C -0.78735 0.18000 -0.99679 -0.74 2.69 0.50
C 0.37064 -0.59336 -0.46040 0.50 -1.48 -1.44
C 1.26540 -0.25111 0.59301 -1.22 -0.08 -0.80
N 2.23741 -1.15608 0.69071 -0.37 -0.90 0.88
C 1.95652 -2.18315 -0.21097 0.33 0.24 0.55
C 0.85165 -1.82444 -0.97529 -1.01 1.68 -0.28
N -1.13030 2.02464 0.81008 0.27 -0.90 -0.23
H -2.25226 0.21685 0.68819 0.03 0.19 0.28
H -2.59550 1.39941 -0.59194 0.82 -0.52 0.42
H -1.36838 -0.40376 -1.69167 -0.36 -0.44 0.08
H -0.55357 1.08574 -1.61513 0.93 -0.96 0.04
H 1.03037 0.56062 1.23500 0.96 0.35 0.87
H 2.63730 -1.35955 1.60456 0.65 0.17 -0.31
H 2.50760 -3.11182 -0.18609 0.18 0.07 -0.09
H 0.48391 -2.32442 -1.86714 0.03 -0.12 0.38
H -0.39074 2.48054 0.28864 0.41 0.16 -0.31
H -1.76578 2.78442 1.05814 -0.32 -0.21 0.47
H -0.71824 1.55624 1.62040 -0.22 0.85 0.37
```
Forces are in eV/Å.

frontier orbital gap (alpha / beta): 11.1 / 7.4 eV
ΔE to the lowest compared entry with this formula, charge and spin: 0.0 kJ/mol
expectation value of S²: 0.76
net charge: +2
2S+1: 2

Molecular formula: C3H10N2O2
Method: DFT, ωB97M-V/def2-TZVPD

```
17
Properties=species:S:1:pos:R:3:forces:R:3
C -0.47005 0.29733 0.32690 -1.06 -0.44 -1.21
C 1.84406 0.70776 1.19101 0.47 -0.57 -0.99
C 0.60941 -0.01407 -0.46049 1.79 0.89 2.43
N -1.15271 -0.42871 -1.75121 -0.95 -0.12 0.15
N -2.09700 -1.45254 -1.51482 0.08 0.09 -0.02
O -1.06995 -0.55899 1.17349 0.01 -0.03 -0.17
O 2.15557 2.04005 0.90859 -0.21 0.09 0.18
H -0.86726 -1.46692 0.90293 0.06 0.10 0.08
H 1.65781 2.62102 1.49461 0.05 -0.11 -0.13
H -1.68290 0.42057 -1.95414 -0.10 -0.12 0.03
H -0.80677 1.31754 0.45974 -0.01 -0.07 -0.04
H -2.56532 -1.41528 -0.60452 0.07 0.13 -0.21
H -1.65956 -2.35868 -1.63184 0.05 0.13 0.07
H 2.69470 0.07450 0.95113 0.11 0.08 0.17
H 1.46065 0.52418 2.19621 -0.19 0.01 -0.18
H 0.93915 -1.04012 -0.55812 -0.06 0.05 -0.08
H 1.01016 0.73236 -1.12948 -0.13 -0.10 -0.08
```
Forces are in eV/Å.

frontier orbital gap (alpha / beta): 7.4 / 6.7 eV
ΔE to the lowest compared entry with this formula, charge and spin: 732.8 kJ/mol

Number 1: E_tot -986.8328 a.u.. Number 2: E_tot -742.9129 a.u.. Number 3: E_tot -232.3747 a.u.. Number 4: E_tot -21828.0150 a.u.. Number 5: E_tot -344.0381 a.u.. Number 6: E_tot -380.0576 a.u..